Molecular formula: C19H58FN3O17P
Method: DFT, wB97M-V/def2-TZVPD

Element x y z (Å)
1 N 0.51933 -1.01558 2.10732
2 C 0.19113 -0.62679 0.91126
3 N 0.25018 -1.30584 -0.29080
4 C -0.79948 -0.68177 -1.16232
5 C -1.53151 0.29590 -0.17178
6 C -2.40067 1.46347 -0.73725
7 O -3.32614 1.95660 0.22979
8 C -2.65391 2.72403 1.21825
9 O -3.57155 3.45445 2.01888
10 C -3.03107 3.55445 3.34549
11 C -3.43682 2.34958 4.26138
12 O -2.36171 1.40219 4.39611
13 P -2.83072 -0.85070 0.59809
14 O -2.35763 -2.25272 0.67682
15 O -4.08076 -0.85290 -0.46672
16 O -3.35091 -0.35385 2.04387
17 N -0.38854 0.67103 0.65798
18 C 0.52502 1.71621 0.12632
19 C 2.00901 1.24177 0.18631
20 O 2.51527 0.89708 -0.79436
21 F 2.67140 1.21334 1.36722
22 H 0.97140 -0.32267 2.70846
23 H 0.29633 -1.92160 2.51232
24 H 1.16486 -1.33973 -0.75535
25 H -0.20656 -0.17302 -1.95597
26 H -1.39464 -1.44350 -1.70804
27 H -2.99047 1.17910 -1.62720
28 H -1.79673 2.35546 -1.04393
29 H -2.08750 2.05951 1.91174
30 H -1.96404 3.46037 0.73708
31 H -1.92229 3.64087 3.35054
32 H -3.41890 4.46730 3.84598
33 H -4.33331 1.89420 3.79300
34 H -3.66647 2.77257 5.26068
35 H -2.76390 0.54159 4.57904
36 H -3.62561 -0.97332 -1.32783
37 H -3.19747 -1.05500 2.69939
38 H 0.45184 2.57980 0.82703
39 H 0.31411 2.01210 -0.91706
40 C 2.08600 -4.37383 -0.65503
41 O 2.93505 -3.41523 -1.28014
42 H 1.27687 -3.84506 -0.15251
43 H 1.66775 -5.04231 -1.40827
44 H 2.65260 -4.95047 0.08048
45 H 3.64204 -3.90476 -1.71985
46 C 0.50400 5.50765 -0.78339
47 O -0.46788 5.35625 -1.81824
48 H 1.34976 4.85600 -1.00236
49 H 0.84838 6.54273 -0.73956
50 H 0.06237 5.22014 0.17853
51 H -1.20545 5.93870 -1.60708
52 C -7.23235 3.36083 0.48637
53 O -6.99724 4.14757 1.64695
54 H -8.29536 3.39355 0.25624
55 H -6.66837 3.76271 -0.35970
56 H -6.93513 2.32442 0.66892
57 H -6.05213 4.10540 1.83289
58 C 5.64102 -3.74135 1.55829
59 O 5.31457 -2.43905 1.08724
60 H 6.55992 -3.68223 2.13896
61 H 4.83722 -4.11924 2.19549
62 H 5.79170 -4.41439 0.70977
63 H 4.49941 -2.51677 0.57710
64 C 4.67747 3.19209 -1.43104
65 O 3.89446 4.25986 -0.89935
66 H 4.38480 2.27216 -0.93577
67 H 4.49775 3.09711 -2.50461
68 H 5.73782 3.37768 -1.24676
69 H 4.16569 5.06813 -1.34775
70 C 9.85664 -4.22025 1.63034
71 O 8.90271 -4.40813 0.59061
72 H 10.70938 -4.86747 1.43786
73 H 10.19126 -3.18011 1.64848
74 H 9.41609 -4.48344 2.59594
75 H 8.15781 -3.82736 0.77885
76 C -5.73135 -2.72862 -2.87595
77 O -4.32065 -2.75292 -2.69469
78 H -5.97081 -1.98993 -3.63866
79 H -6.08125 -3.71008 -3.20225
80 H -6.22407 -2.45315 -1.94001
81 H -4.13270 -3.41656 -2.01413
82 C -5.82214 -5.99192 -1.03183
83 O -4.61015 -5.41413 -1.51383
84 H -6.19265 -5.38310 -0.21004
85 H -6.56868 -6.01419 -1.82904
86 H -5.63482 -7.00590 -0.67315
87 H -4.29924 -5.96682 -2.23918
88 C 2.71736 -6.09418 -4.48848
89 O 3.32318 -6.01806 -3.19977
90 H 1.94027 -5.33501 -4.55052
91 H 3.46355 -5.90942 -5.26399
92 H 2.27016 -7.07988 -4.63307
93 H 4.00666 -6.69600 -3.16421
94 C 2.61387 8.33020 0.91532
95 O 1.91855 8.40036 -0.32624
96 H 2.34152 7.40054 1.41198
97 H 3.69240 8.34266 0.74193
98 H 2.33222 9.17311 1.55027
99 H 2.17163 9.22748 -0.75016

Molar mass = 650.65 g mol⁻¹
E_HOMO = -11.59 eV
LUMO = -4.58 eV
Net charge = +1
E_tot = -2642.87726 Ha
Frontier orbital gap = 7.01 eV

Molecular formula: C20H49N10O3P2
Method: DFT, wB97M-V/def2-TZVPD

Element x y z (Å)
1 C 3.40440 -5.28744 -0.72432
2 C 3.25767 -4.78715 -1.94559
3 N 3.37196 -3.83332 -3.09452
4 N 4.65076 -3.56128 -3.54319
5 C 4.38411 -2.56766 -4.62112
6 C 5.70303 -1.98215 -5.36366
7 O 5.88873 -0.60416 -4.95248
8 C 6.05125 -0.47408 -3.50567
9 C 4.79603 0.31232 -2.82406
10 C 5.00732 0.58211 -1.22956
11 N 2.97136 -2.25001 -4.82987
12 C 2.29661 -3.09782 -3.79631
13 N 0.96484 -3.16491 -3.52213
14 H 3.58648 -5.60039 0.38085
15 H 5.55806 -3.93157 -3.21405
16 H 5.46867 -1.97115 -6.50475
17 H 6.64057 -2.63412 -5.21138
18 H 6.97616 0.22472 -3.35158
19 H 6.30524 -1.46507 -2.96361
20 H 3.89228 -0.42218 -2.89848
21 H 4.47558 1.25776 -3.40637
22 H 6.12903 0.52570 -0.90551
23 H 4.45779 -0.24493 -0.61368
24 H 4.51615 1.58216 -0.87817
25 H 0.29279 -3.38425 -4.27522
26 H 0.65909 -2.92894 -2.56340
27 O -2.21364 -2.15077 -0.35756
28 P -3.70105 -2.06507 -0.76265
29 N -3.35500 -1.66939 -2.39012
30 C -2.88082 -0.38048 -2.84977
31 C -2.69968 -2.74026 -3.13540
32 N -4.05984 -0.72535 0.23079
33 C -4.50729 0.58429 -0.20730
34 C -3.27224 -0.57245 1.45290
35 N -5.42729 -2.00664 -1.20569
36 C -6.13584 -3.11242 -0.54075
37 C -5.98301 -1.83671 -2.54439
38 H -2.94823 -0.31828 -3.94056
39 H -1.84775 -0.18029 -2.55071
40 H -3.51227 0.43724 -2.50714
41 H -3.30787 -3.65251 -3.08614
42 H -1.70768 -2.97090 -2.72779
43 H -2.58800 -2.49836 -4.19531
44 H -3.66735 1.21747 -0.50905
45 H -5.03052 1.10087 0.60401
46 H -5.22833 0.53720 -1.02548
47 H -2.29275 -0.11439 1.24614
48 H -3.11218 -1.54019 1.93736
49 H -3.78679 0.05339 2.18823
50 H -5.89935 -4.07147 -1.01056
51 H -7.21951 -2.96371 -0.56034
52 H -5.84594 -3.17096 0.51350
53 H -5.70524 -2.65487 -3.21640
54 H -5.68523 -0.88460 -2.98838
55 H -7.07652 -1.80100 -2.50451
56 O -1.73328 2.45030 3.25786
57 P -0.40140 2.45021 4.03538
58 N -0.57398 4.06501 4.56672
59 C -0.39421 5.23748 3.73546
60 C -1.68686 4.27224 5.49402
61 N 0.58663 2.25969 2.65468
62 C 1.58647 3.19183 2.16816
63 C 0.00852 1.54801 1.51734
64 N 1.12880 2.40419 4.95035
65 C 1.24945 1.10304 5.62743
66 C 1.65094 3.43957 5.83641
67 H -0.34293 6.13779 4.35563
68 H -1.19679 5.36205 3.00332
69 H 0.56160 5.23081 3.21409
70 H -1.58315 3.59709 6.35349
71 H -2.65461 4.07236 5.02071
72 H -1.70467 5.28759 5.89652
73 H 1.13840 3.98290 1.55899
74 H 2.32046 2.67315 1.54158
75 H 2.16973 3.64848 2.96969
76 H -0.64363 2.20540 0.91915
77 H -0.57460 0.68633 1.85266
78 H 0.78410 1.15071 0.85433
79 H 0.56920 1.03828 6.48157
80 H 2.27231 0.92348 5.97216
81 H 1.00370 0.28998 4.93624
82 H 0.99424 3.62361 6.69247
83 H 1.82594 4.37696 5.30444
84 H 2.63088 3.14988 6.23005

Molar mass = 539.63 g mol⁻¹
E_HOMO = -9.33 eV
LUMO = -4.28 eV
Net charge = +1
E_tot = -2246.70087 Ha
Frontier orbital gap = 5.05 eV

Molecular formula: C24H60N8O3P2Si2V
Method: DFT, wB97M-V/def2-TZVPD

Element x y z (Å)
1 V -0.26991 0.56999 0.86163
2 C -0.77938 3.16593 3.59543
3 N -1.49583 2.83840 2.36920
4 C -2.71724 2.11595 2.69290
5 C -1.78286 4.03828 1.59322
6 C -2.19257 3.69605 0.16308
7 N -1.28392 2.72516 -0.41003
8 C 0.05435 3.29432 -0.58481
9 C -1.78177 2.23888 -1.69381
10 H -1.39498 3.75816 4.29169
11 H 0.12081 3.73105 3.35821
12 H -0.48201 2.24078 4.08942
13 H -3.43597 2.75335 3.23426
14 H -2.46974 1.25825 3.31216
15 H -3.18951 1.74719 1.78222
16 H -0.88728 4.66146 1.58206
17 H -2.58839 4.64129 2.04553
18 H -2.23223 4.62137 -0.43504
19 H -3.19776 3.26784 0.16169
20 H 0.02680 4.19157 -1.22528
21 H 0.70504 2.55181 -1.04578
22 H 0.47360 3.56354 0.38444
23 H -1.87831 3.05776 -2.42700
24 H -2.76292 1.77793 -1.56558
25 H -1.09905 1.48779 -2.09019
26 C 2.33617 2.32258 3.10062
27 Si 1.74687 0.70529 2.20465
28 C 3.43403 0.12782 1.44952
29 C 1.47416 -0.54197 3.65037
30 C 2.43860 -0.70277 4.64866
31 C 2.26290 -1.59143 5.69869
32 C 1.09961 -2.34676 5.76831
33 C 0.13289 -2.19846 4.78524
34 C 0.29261 -1.30522 3.72260
35 Si -1.12365 -1.06895 2.43472
36 C -1.51170 -2.84150 1.75016
37 C -2.66874 -0.90675 3.60947
38 H 3.39552 2.26547 3.36251
39 H 1.77677 2.49257 4.02273
40 H 2.21141 3.20738 2.46781
41 H 4.25484 0.24659 2.16164
42 H 3.68437 0.71207 0.55887
43 H 3.39926 -0.92675 1.16029
44 H 3.35273 -0.11604 4.61020
45 H 3.02440 -1.69389 6.46349
46 H 0.94625 -3.04433 6.58370
47 H -0.77669 -2.78959 4.85141
48 H -1.26266 -3.61953 2.47680
49 H -0.95086 -3.04163 0.83672
50 H -2.57336 -2.94941 1.50766
51 H -2.95894 -1.89056 3.98712
52 H -3.54826 -0.48920 3.10843
53 H -2.44480 -0.27519 4.47318
54 C 1.40217 2.42790 -3.97462
55 N 0.87471 1.08531 -3.76671
56 C -0.19787 0.68971 -4.65705
57 P 1.67033 0.13123 -2.67739
58 O 1.64744 0.59335 -1.28447
59 O 0.96079 -1.30803 -2.92699
60 P -0.20032 -1.90424 -1.92376
61 O -0.78493 -0.85349 -1.08740
62 N -1.25193 -2.51711 -3.03377
63 C -0.83392 -3.21984 -4.23761
64 C -2.58778 -2.87388 -2.54967
65 N 0.58179 -3.08618 -1.05847
66 C 1.56913 -2.56572 -0.10357
67 C 1.06657 -4.25675 -1.77673
68 N 3.21157 -0.04744 -3.24875
69 C 3.41985 -0.54909 -4.59535
70 C 4.27204 -0.39247 -2.30547
71 H 1.63463 2.58956 -5.03183
72 H 2.31532 2.55148 -3.39399
73 H 0.67538 3.18356 -3.66232
74 H -0.94793 1.48412 -4.69659
75 H -0.68413 -0.21212 -4.29240
76 H 0.16293 0.51760 -5.67838
77 H 0.19726 -2.97284 -4.47894
78 H -1.46861 -2.90523 -5.07008
79 H -0.92792 -4.30472 -4.13026
80 H -2.81333 -2.32153 -1.63827
81 H -2.66860 -3.94837 -2.35489
82 H -3.32629 -2.60150 -3.30667
83 H 1.17143 -1.69669 0.41851
84 H 2.50040 -2.27982 -0.60855
85 H 1.79134 -3.33410 0.63729
86 H 0.26930 -4.68404 -2.38175
87 H 1.37719 -5.00413 -1.04698
88 H 1.92411 -4.02446 -2.42246
89 H 2.60181 -0.23044 -5.24161
90 H 3.47900 -1.64356 -4.62035
91 H 4.35526 -0.14348 -4.98555
92 H 3.97698 -0.09268 -1.30247
93 H 5.18789 0.13530 -2.58042
94 H 4.47919 -1.46895 -2.30926
95 N -4.85823 0.33773 -0.10525
96 N -3.77224 -0.58749 -0.06405
97 H -5.01523 0.59066 -1.07053
98 H -4.66802 1.18784 0.41520
99 H -2.85859 -0.13785 -0.10859
100 H -3.81262 -1.07107 0.82405

Molar mass = 677.86 g mol⁻¹
E_HOMO (spin up / spin down) = -6.71 / -6.13 eV
LUMO (spin up / spin down) = 0.26 / 0.26 eV
Net charge = 0
E_tot = -3820.02130 Ha
2S+1 = 4
Frontier orbital gap (spin up / spin down) = 6.97 / 6.39 eV

Molecular formula: C10H26AlFN2O3P
Method: DFT, wB97M-V/def2-TZVPD

Element x y z (Å)
1 C -3.44222 -0.63933 -2.09407
2 C -2.46780 0.55819 -1.50123
3 N -1.83806 0.21252 -0.16613
4 Al -0.27360 -0.91320 -0.36747
5 C 1.32207 0.20587 -1.00146
6 C 2.13645 0.99943 0.17897
7 C 1.19332 1.84610 1.22443
8 C 0.34983 3.07442 0.46513
9 C -0.56261 3.78924 1.66639
10 N -1.80374 2.90667 1.87956
11 C -0.00342 -1.90278 1.40632
12 P 1.81117 -2.09325 1.96742
13 O 1.85761 -3.41503 2.89014
14 O 2.96160 -2.34355 0.68451
15 O 2.16631 -0.73384 3.01207
16 C -0.54410 -2.39754 -1.81739
17 C 0.91743 -3.02791 -2.31642
18 F -1.29855 -3.57565 -1.26262
19 H -3.10066 -0.87988 -3.20938
20 H -4.59411 -0.36355 -2.06515
21 H -3.31099 -1.66940 -1.50592
22 H -3.18715 1.48518 -1.29633
23 H -1.66599 0.94423 -2.27049
24 H -2.55496 -0.25947 0.46354
25 H 0.87753 1.03979 -1.73135
26 H 2.00230 -0.49051 -1.67647
27 H 2.89918 0.26651 0.70379
28 H 2.81621 1.80933 -0.37525
29 H 1.94542 2.41744 1.95423
30 H 0.51489 1.19115 1.91768
31 H 1.07768 3.93466 0.08990
32 H -0.33835 2.69049 -0.39981
33 H -0.86146 4.90626 1.37801
34 H 0.03341 3.77630 2.69938
35 H -1.49457 2.03125 2.36616
36 H -2.10729 2.67318 0.88789
37 H -0.66730 -1.36777 2.21929
38 H -0.46635 -2.99049 1.26961
39 H 3.77652 -1.73520 0.78391
40 H 3.13163 -0.46814 2.96324
41 H -1.05953 -1.98877 -2.78751
42 H 1.45681 -2.25336 -3.00802
43 H 1.57955 -3.18711 -1.36480
44 H 0.81585 -4.06247 -2.85429

Molar mass = 299.28 g mol⁻¹
E_HOMO = -4.90 eV
LUMO = 2.61 eV
Net charge = -1
E_tot = -1415.48385 Ha
Frontier orbital gap = 7.51 eV

Maximum force (Eh/bohr)
0.05916 0.14474 0.04717 0.12900